# 1
Below is a structure of composition C24H43IrNP2 at a distorted geometry, with properties calculated with ωB97M-V/def2-TZVPD.

Computed properties:
Energy relative to the best compared isomer or geometry (same formula, charge and spin): 439.8 kJ/mol
Kohn-Sham gap (alpha / beta): 4.71 / 4.87 eV

Geometry as ORCA input:
```
! RIJCOSX wB97M-V def2-TZVPD def2/J DEFGRID3
* xyz 2 6
Ir -2.151 -1.832 0.104
P -2.521 -1.677 -3.974
P -0.663 0.759 -5.217
N 1.557 -0.369 3.122
C -0.495 -0.620 -2.721
C 0.979 1.073 -6.039
C -1.629 0.210 -2.914
C -1.507 2.330 -5.664
C -2.456 0.050 0.659
C -0.123 -4.117 2.951
C -2.784 -0.976 -5.708
C -1.376 -3.516 0.975
C -1.500 -0.436 -6.354
C -1.799 1.640 -2.534
C 0.935 -0.537 -3.040
C -1.548 -3.113 -4.450
C 1.377 -0.828 1.741
C 1.390 1.406 -1.324
C -0.523 -2.386 0.904
C 0.376 0.099 3.805
C 1.838 0.218 -2.050
C 2.699 0.478 3.372
C 0.562 -2.088 1.742
C -4.017 -2.337 -3.227
C 0.733 -3.033 2.790
C -0.477 2.369 -2.678
C -1.184 -4.410 2.078
C 0.328 2.218 -1.462
H -3.558 -0.193 -5.638
H -4.809 -1.572 -3.157
H 1.545 -2.829 3.493
H -3.754 -2.697 -2.208
H 2.179 1.803 -0.714
H 1.361 -1.557 -3.098
H 0.103 2.068 -3.578
H -1.443 0.549 0.581
H -1.724 0.131 -7.270
H -1.214 3.118 -4.959
H 2.368 -0.479 -1.386
H -4.360 -3.176 -3.857
H -2.182 -3.676 -5.155
H -2.615 2.084 -3.143
H 0.811 1.524 -7.035
H 0.116 3.001 -0.710
H 2.588 1.473 2.894
H 1.568 1.774 -5.429
H 1.562 0.147 -6.129
H 2.393 -1.042 1.375
H -1.841 -5.273 2.183
H 0.960 -0.025 1.106
H -2.596 2.179 -5.606
H -1.369 -3.711 -3.557
H -3.229 0.558 0.043
H -2.778 -0.028 1.721
H -2.110 1.690 -1.470
H 1.095 -0.033 -4.015
H -0.374 -0.692 3.918
H -0.696 3.428 -2.876
H 2.686 0.542 -2.671
H -0.597 -2.818 -4.903
H -0.746 -1.432 -1.959
H -0.092 0.963 3.289
H -2.485 -0.265 -2.345
H 0.676 0.443 4.809
H -1.187 2.603 -6.683
H 2.797 0.633 4.464
H -3.177 -1.825 -6.283
H -2.000 -3.799 0.092
H 0.089 -4.783 3.797
H 3.609 -0.003 2.986
H -0.786 -1.233 -6.612
*
```

Löwdin population analysis, charges in e, atoms 1 to 8:
1 Ir 1.2659
2 P 0.9297
3 P 1.0035
4 N -0.3054
5 C -0.2555
6 C -0.2081
7 C -0.4280
8 C -0.1924

# 2
Below is a structure of composition C46H42FN5O3PSSiV, with properties calculated with ωB97M-V/def2-TZVPD.

Computed properties:
Energy relative to the best compared isomer or geometry (same formula, charge and spin): 18.6 kJ/mol
Kohn-Sham gap (alpha / beta): 7.04 / 7.02 eV

Geometry as ORCA input:
```
! RIJCOSX wB97M-V def2-TZVPD def2/J DEFGRID3
* xyz 0 3
V 0.991 -0.639 0.440
S 3.349 1.580 1.575
P -0.414 -2.768 -0.109
Si -1.227 2.572 -3.370
F -0.613 -0.366 -3.217
O 4.679 0.970 2.447
O 2.657 -1.918 0.347
O 3.972 2.550 0.710
N 2.988 0.250 0.622
N 0.150 2.175 -2.367
N -0.296 0.894 0.065
N 0.729 -2.237 2.578
N -0.320 0.295 1.341
C -4.116 -1.216 -0.592
C 0.710 -0.093 -3.088
C -0.172 -3.636 -1.687
C -4.918 -1.990 0.236
C -4.359 -3.012 0.989
C 1.612 -1.080 -3.428
C 0.669 -3.614 2.290
C -3.667 0.629 3.838
C 0.071 -4.038 1.098
C 3.270 -1.006 0.984
C -2.802 1.946 -2.579
C 4.780 -0.329 2.819
C -1.437 0.423 2.162
C 0.545 -6.335 1.688
C 0.137 2.229 0.089
C -3.000 -3.281 0.897
C 1.383 -4.772 -3.135
C 0.002 -5.403 0.821
C 0.970 4.921 0.019
C 1.242 -4.553 3.146
C 5.739 -1.955 4.291
C -1.341 0.101 3.519
C 4.274 -2.668 2.536
C 4.122 -1.342 2.133
C -0.910 -4.500 -3.806
C 0.359 2.886 -1.140
C 5.077 -2.979 3.615
C -2.452 0.193 4.344
C 0.735 4.290 1.227
C 2.466 1.394 -2.514
C 3.390 0.404 -2.810
C -2.650 0.911 1.668
C -0.944 1.853 -5.072
C 1.119 -4.096 -1.956
C -2.196 -2.509 0.064
C -3.751 0.999 2.501
C 2.969 -0.831 -3.281
C 0.329 2.964 1.266
C 0.368 -4.971 -4.064
C -1.399 4.428 -3.557
C 1.183 -5.901 2.843
C 5.597 -0.636 3.902
C -1.184 -3.838 -2.615
C 1.097 1.175 -2.657
C 0.784 4.206 -1.156
C -2.755 -1.459 -0.664
H 0.160 2.492 2.223
H -4.532 0.706 4.484
H 5.199 -4.007 3.928
H -2.796 0.858 -2.526
H 2.384 -5.132 -3.337
H -2.217 4.630 -4.254
H 1.629 -6.619 3.519
H 2.796 2.351 -2.132
H -2.566 -4.091 1.472
H -2.359 -0.058 5.393
H -4.546 -0.401 -1.161
H -2.699 1.209 0.630
H -3.690 2.266 -3.130
H -2.111 -0.821 -1.259
H -0.494 4.882 -3.966
H 1.222 -2.042 3.440
H 3.687 -1.602 -3.530
H 1.238 -2.023 -3.801
H 1.915 -3.913 -1.242
H -1.654 2.308 -5.768
H -4.688 1.367 2.102
H -4.981 -3.606 1.646
H 3.751 -3.435 1.979
H 4.444 0.605 -2.669
H -2.874 2.339 -1.560
H 6.373 -2.191 5.136
H -5.979 -1.787 0.305
H -0.460 -5.733 -0.100
H -1.701 -4.650 -4.529
H -0.374 -0.163 3.932
H -0.185 -1.799 2.619
H 0.062 2.093 -5.425
H 0.979 4.668 -2.115
H 1.724 -4.216 4.056
H 0.486 -7.390 1.457
H -1.074 0.772 -5.115
H -2.185 -3.477 -2.415
H 6.104 0.168 4.417
H 1.304 5.949 -0.015
H -1.632 4.922 -2.612
H 0.876 4.827 2.158
H 0.576 -5.490 -4.991
*
```

Löwdin population analysis, charges in e, atoms 1 to 8:
1 V 0.8216
2 S 0.9426
3 P 1.1075
4 Si 0.4890
5 F 0.0260
6 O -0.2148
7 O -0.1033
8 O -0.3939

# 3
Below is an isolated molecule of C16H18N2O3S2 at a distorted geometry, with properties calculated with ωB97M-V/def2-TZVPD.

Computed properties:
Energy relative to the best compared isomer or geometry (same formula, charge and spin): 1207.8 kJ/mol
Kohn-Sham gap: 8.71 eV

Geometry as ORCA input:
```
! RIJCOSX wB97M-V def2-TZVPD def2/J DEFGRID3
* xyz 0 1
S -1.998 2.710 0.135
S 2.464 -0.854 0.683
O 0.484 2.370 -0.204
O -5.238 -0.510 -0.685
O -5.967 -1.956 1.189
N -0.162 0.614 0.723
N -2.410 0.070 1.151
C 0.793 1.284 0.002
C 3.227 1.274 -0.289
C -7.199 -1.008 -1.691
C 6.791 0.089 0.125
C 5.793 1.100 -0.940
C -3.514 2.094 0.603
C -4.870 0.262 1.592
C 5.078 -1.615 0.804
C -3.674 0.939 1.100
C 4.148 -0.618 0.475
C -1.586 1.049 0.644
C -5.597 -1.188 -1.579
C 4.530 0.647 -0.301
C 2.175 0.562 0.180
C 6.454 -1.317 -0.114
C -5.444 -0.861 0.770
H 6.872 0.262 1.119
H -4.308 3.038 0.484
H 7.857 0.370 -0.559
H -7.601 0.162 -1.885
H -7.799 -1.279 -0.864
H 6.284 -1.558 -1.269
H -5.633 1.001 2.158
H -7.497 -1.695 -2.452
H 5.467 -1.653 1.737
H 5.854 0.643 -1.789
H -5.359 -2.128 -1.351
H -0.020 -0.455 1.073
H 3.217 2.180 -0.833
H -5.141 -0.909 -2.493
H 6.063 2.002 -0.470
H 7.304 -2.111 0.254
H -4.604 -0.280 2.471
H 4.768 -2.727 0.295
*
```

Löwdin population analysis, charges in e, atoms 1 to 8:
1 S 1.1074
2 S 1.1682
3 O 0.0274
4 O -0.0241
5 O 0.0717
6 N 0.0492
7 N 0.1547
8 C -0.5159

# 4
Below is an isolated molecule of C6H12, with properties calculated with ωB97M-V/def2-TZVPD.

Computed properties:
Energy relative to the best compared isomer or geometry (same formula, charge and spin): 102.5 kJ/mol
Kohn-Sham gap: 11.03 eV

Geometry as ORCA input:
```
! RIJCOSX wB97M-V def2-TZVPD def2/J DEFGRID3
* xyz 0 1
C -1.520 0.916 0.532
C -1.193 -0.269 -0.332
C 0.165 -0.892 -0.418
C 1.743 1.052 -0.497
C -0.942 -1.602 0.319
C 1.379 -0.256 0.225
H -1.396 1.861 -0.008
H -0.892 0.958 1.429
H 0.930 1.789 -0.426
H 0.357 -1.268 -1.424
H -0.917 -1.604 1.409
H -1.714 -0.279 -1.284
H 1.868 0.841 -1.564
H 2.190 -0.986 0.130
H -1.398 -2.501 -0.089
H 1.239 -0.104 1.305
H -2.565 0.814 0.840
H 2.667 1.530 -0.149
*
```

Löwdin population analysis, charges in e, atoms 1 to 8:
1 C -0.0812
2 C -0.3268
3 C -0.2907
4 C -0.0982
5 C -0.0837
6 C -0.2285
7 H 0.0706
8 H 0.0790

# 5
Below is a cluster of 10 separate species, C33H87O34P7 in total at a distorted geometry, with properties calculated with ωB97M-V/def2-TZVPD.

Computed properties:
Energy relative to the best compared isomer or geometry (same formula, charge and spin): 168.8 kJ/mol
Kohn-Sham gap: 9.69 eV

Geometry as ORCA input:
```
! RIJCOSX wB97M-V def2-TZVPD def2/J DEFGRID3
* xyz 0 1
P -0.550 7.118 1.756
P 6.833 -4.473 1.722
P -0.189 -4.301 -0.605
P -3.508 3.817 -2.718
P 3.026 1.163 3.376
P -4.906 -2.071 -2.445
P -4.853 -2.831 4.095
O 8.305 -4.555 1.190
O 1.190 -4.288 0.257
O 2.138 0.751 4.616
O 4.984 1.793 -3.801
O 0.277 -3.916 -2.108
O -2.883 3.263 -1.349
O -1.688 7.020 0.656
O -3.309 -2.112 -2.565
O 6.006 -5.677 1.527
O 2.116 2.368 2.767
O -0.522 8.415 2.431
O -0.583 -0.268 1.884
O -5.569 -3.327 -2.753
O 5.721 -0.324 -3.266
O -6.101 -2.529 3.094
O -5.276 -0.900 -3.532
O -5.010 4.394 -2.358
O 0.820 6.840 0.976
O 4.328 1.776 4.107
O -0.203 0.019 -4.939
O 0.479 0.444 -0.016
O -3.353 2.798 -3.759
O -4.132 -1.415 4.286
O 3.324 0.051 2.454
O 1.569 1.347 -5.298
O -0.913 -2.925 -0.176
O -0.932 -5.592 -0.496
O -5.466 -3.005 5.554
O -3.998 -3.957 3.616
O -2.672 5.155 -3.026
O -5.224 -1.419 -1.030
O 6.185 -3.128 1.092
O -0.729 5.778 2.638
O 7.009 -4.010 3.266
C -6.597 -0.874 -4.110
C -3.525 -0.772 3.187
C 5.480 0.722 -4.090
C 5.347 0.904 4.526
C 1.371 -0.450 4.639
C -0.641 -3.984 -3.218
C -3.671 2.490 -0.441
C -2.556 -0.903 -2.429
C 0.335 -1.153 -5.541
C -1.830 5.453 -4.169
C 1.971 3.531 3.529
C -0.394 2.286 -4.444
C 6.168 0.549 -5.434
C 6.785 -0.059 -1.030
C -6.101 -1.986 -0.033
C 1.330 -0.670 -0.152
C 7.917 -4.753 4.045
C -1.622 5.892 3.753
C -0.804 -2.059 -6.027
C 2.057 7.163 1.674
C 1.654 -0.803 -1.646
C -0.319 0.585 1.100
C 8.887 -5.798 0.810
C -2.164 -3.095 0.491
C -5.979 4.521 -3.345
C 4.887 -2.654 1.516
C 5.512 -0.279 -1.849
C 1.184 -4.327 1.665
C -0.847 1.996 1.215
C 0.423 1.128 -4.953
C -2.150 5.807 0.014
C -7.052 -1.536 3.532
C -6.082 -4.256 5.886
H -1.105 -3.087 -3.626
H 0.377 -0.175 4.986
H -1.412 2.100 -4.782
H 8.931 -4.346 4.028
H -1.685 -1.960 -5.395
H 0.019 3.247 -4.744
H 2.048 -0.004 -2.276
H -6.738 -1.158 0.274
H 2.648 6.249 1.740
H 2.566 3.583 4.442
H -6.965 -4.438 5.276
H 7.729 0.028 -1.564
H -7.165 -0.081 -3.620
H 6.160 0.936 3.803
H -5.863 4.014 -4.304
H -2.433 5.167 3.670
H -2.019 6.903 3.845
H -6.678 -2.896 -0.190
H -0.840 5.168 -3.814
H 0.404 -4.869 2.203
H -3.198 -0.127 -2.003
H 1.815 7.565 2.655
H -4.122 -0.624 2.284
H 2.638 7.793 1.004
H 0.727 -1.014 -2.188
H 0.913 3.603 3.782
H -8.014 -2.040 3.458
H -0.951 -1.802 -7.077
H 7.090 1.124 -5.392
H -7.162 -1.772 -3.862
H -6.211 -4.388 6.959
H -5.388 -2.213 0.760
H 9.693 -5.943 1.527
H -6.198 5.573 -3.538
H 0.989 -1.584 0.329
H -1.588 5.662 -0.904
H 4.138 -3.430 1.351
H 6.233 -0.475 -5.797
H -2.646 -2.122 0.392
H -2.067 4.939 0.672
H -2.287 -0.550 -3.422
H -1.235 5.659 4.747
H 4.842 0.558 -1.649
H 9.134 -5.591 -0.230
H 5.474 1.056 -6.106
H -1.806 6.521 -4.372
H 2.348 4.322 2.880
H 5.732 1.146 5.518
H -0.979 2.558 0.292
H 2.045 -4.888 2.034
H 1.150 -1.021 -6.250
H -0.358 2.355 -3.355
H -3.858 2.904 0.549
H -4.607 2.185 -0.910
H -2.169 -3.506 1.500
H -1.490 -4.666 -3.157
H -0.092 -4.373 -4.076
H 4.956 -2.294 2.541
H -0.488 -3.101 -6.006
H -2.618 -1.310 2.911
H -6.844 -1.149 4.528
H -2.735 -3.764 -0.155
H 5.023 -0.123 4.707
H -3.233 5.885 -0.077
H 1.952 -1.066 5.326
H -1.860 1.953 1.617
H 8.081 -5.796 3.767
H 2.338 -1.643 -1.775
H -3.093 1.568 -0.381
H 6.853 -0.952 -0.401
H 6.676 0.651 -0.210
H -7.021 -0.703 2.829
H 5.039 -1.245 -1.685
H 7.527 -4.686 5.060
H 1.303 -3.320 2.068
H 1.352 -0.944 3.668
H 4.448 -1.835 0.944
H -0.264 2.553 1.947
H -6.924 4.114 -2.978
H -5.325 -5.021 5.697
H 8.177 -6.624 0.844
H -3.185 0.248 3.372
H -6.517 -0.664 -5.173
H -2.100 4.882 -5.055
H 2.295 -0.460 0.316
H 0.770 -1.757 -4.740
H -1.808 -1.073 -1.655
*
```

Löwdin population analysis, charges in e, atoms 1 to 8:
1 P 0.3668
2 P 0.4017
3 P 0.4738
4 P 0.4478
5 P 0.4461
6 P 0.4001
7 P 0.4236
8 O -0.2160

# 6
Below is an isolated molecule of C4H8O2, with properties calculated with ωB97M-V/def2-TZVPD.

Computed properties:
Energy relative to the best compared isomer or geometry (same formula, charge and spin): 317.3 kJ/mol
Kohn-Sham gap: 10.64 eV

Geometry as ORCA input:
```
! RIJCOSX wB97M-V def2-TZVPD def2/J DEFGRID3
* xyz 0 1
O -0.338 1.275 -1.470
O 1.516 0.965 -0.343
C -0.203 -0.057 0.599
C -0.105 1.278 -0.184
C -1.259 -1.017 0.084
C 1.254 -0.353 0.236
H -2.263 -0.685 0.368
H -1.110 -2.021 0.495
H -1.215 -1.064 -1.008
H -0.311 0.126 1.673
H -0.246 2.215 0.375
H 0.946 0.987 -1.390
H 1.405 -1.137 -0.512
H 1.928 -0.514 1.079
*
```

Löwdin population analysis, charges in e, atoms 1 to 8:
1 O -0.0801
2 O -0.0705
3 C -0.2837
4 C -0.3264
5 C -0.0606
6 C -0.1242
7 H 0.0826
8 H 0.0806

| no. | DFT total energy (eV) | molar mass (g/mol) |
| --- | --- | --- |
| 1 | -48464.30082 | 599.780 |
| 2 | -118386.27256 | 873.943 |
| 3 | -47665.94432 | 350.465 |
| 4 | -6415.87845 | 84.162 |
| 5 | -170282.09689 | 1244.843 |
| 6 | -8369.99264 | 88.106 |